Computed, not measured: C34H23GaN8O7P2 as an isolated structure, with ωB97M-V/def2-TZVPD.

Structure (ORCA input):
```
! RIJCOSX wB97M-V def2-TZVPD def2/J DEFGRID3
* xyz 0 1
N 0.23 3.00 -1.89
C 2.64 4.36 2.03
N -0.60 0.14 2.00
H -3.60 1.86 -6.67
P 2.66 -0.59 0.59
C -2.42 -1.52 -1.26
C -2.96 1.94 -5.80
C -2.97 -2.86 -1.05
C -2.95 0.93 -4.86
C 1.64 3.93 -0.13
O 1.92 -1.46 -2.67
H -0.73 4.14 -4.42
H -0.05 0.49 7.61
C -2.81 -3.14 0.30
O 1.93 -3.87 -2.07
C -2.16 -1.98 0.89
H 0.67 1.82 5.63
H 2.36 5.06 -1.81
C 0.63 3.01 -0.64
N -2.45 -0.92 -2.41
C -0.02 0.97 2.93
C -2.17 3.10 -5.65
P 1.64 -2.44 -1.45
H -1.98 -2.38 5.06
H -4.35 -5.75 -2.05
H 4.48 -1.51 -1.69
C -1.05 -1.02 6.45
H -3.09 -4.56 1.89
N 0.13 2.23 0.38
C -3.21 -4.35 0.84
N -1.87 -1.92 2.17
O 3.97 0.31 0.37
H -3.64 -3.55 -2.98
H 4.15 5.87 2.01
H -1.35 -1.58 7.33
C -0.31 0.17 6.61
H 1.72 -0.54 -2.42
C -3.77 -5.28 -0.03
H 4.48 -3.26 -1.41
N 0.68 2.07 2.72
C -1.20 -0.89 2.68
O 2.86 -3.25 0.70
H 2.71 4.16 3.09
O 0.28 -2.31 -0.85
C -0.27 0.45 4.26
N -0.97 0.90 -1.77
N -1.96 -1.01 -0.06
C -1.00 -0.72 4.10
C 4.36 -2.28 -0.93
H 4.38 0.51 1.23
C -2.11 1.09 -3.76
C -0.63 2.10 -2.35
C -3.52 -3.78 -1.92
C 1.74 3.67 1.23
C 3.34 5.56 0.04
H 1.12 -4.34 -2.31
H -3.56 0.04 -4.96
C 3.00 -2.21 -0.26
C 2.44 4.87 -0.75
C -1.32 2.23 -3.61
C -1.34 3.26 -4.55
H 5.14 -2.16 -0.18
C 3.44 5.31 1.42
Ga -0.35 0.22 0.01
O 2.39 -0.87 2.01
C -1.41 -1.47 5.20
H -2.21 3.87 -6.40
H 2.61 -2.83 1.54
H 3.99 6.31 -0.41
C 0.80 2.59 1.52
C 0.09 0.91 5.52
C -1.88 0.28 -2.59
O 1.59 0.09 -0.30
H -4.09 -6.24 0.35
C -3.92 -5.00 -1.40
*
```

DFT total energy = -132849.64843 eV
Largest force on an atom = 0.014 hartree/bohr

***

Computed, not measured: a 2-piece molecular cluster, C2H11N2 overall in a non-equilibrium geometry, with ωB97M-V/def2-TZVPD.

Structure (ORCA input):
```
! RIJCOSX wB97M-V def2-TZVPD def2/J DEFGRID3
* xyz 1 1
C 1.57 -0.13 -0.77
H -0.78 -2.40 1.51
H 1.24 -1.14 -0.59
H -0.40 1.20 -1.94
H 2.54 0.08 -0.34
H 0.11 0.03 0.63
H -1.05 2.26 -0.78
N 0.52 0.74 -0.01
H -1.51 0.50 -0.80
H -0.95 -1.28 2.51
H -1.97 -1.26 1.26
C -0.65 1.21 -0.92
H 1.48 0.07 -1.79
H 0.73 1.51 0.58
N -0.89 -1.38 1.44
*
```

DFT total energy = -5225.67128 eV
Largest force on an atom = 0.072 hartree/bohr
Energy above the lowest of the compared OMol25 structures with the same formula, charge and spin = 122.92 kJ/mol

***

Computed, not measured: C6H10N2 as an isolated structure in a non-equilibrium geometry, with ωB97M-V/def2-TZVPD.

Structure (ORCA input):
```
! RIJCOSX wB97M-V def2-TZVPD def2/J DEFGRID3
* xyz 0 1
H 0.29 -1.73 -0.68
H 2.71 0.42 0.42
H 0.83 -0.99 1.83
H 1.18 1.67 1.05
H -2.28 -0.12 -1.02
N 1.12 -1.49 -0.24
C -1.26 -0.39 0.73
C 1.86 1.06 -0.03
H -1.98 1.69 0.09
H 2.48 1.49 -0.90
H -0.39 1.22 -1.74
C 0.27 -0.78 0.88
C -0.43 0.62 -0.82
N -1.41 -0.54 -0.88
H -0.52 1.79 1.13
C 0.88 -0.12 -0.31
C -1.05 1.22 0.57
H -1.93 -0.86 1.52
*
```

DFT total energy = -9357.49033 eV
Largest force on an atom = 0.217 hartree/bohr
Energy above the lowest of the compared OMol25 structures with the same formula, charge and spin = 670.25 kJ/mol